# C64H64AsAuIN4OPS

A structure of composition C64H64AsAuIN4OPS (wB97M-V/def2-TZVPD, the Open Molecules 2025 dataset).

Its LUMO energy is -6.36 eV. The calculation puts the molar mass at 1367.08 g/mol. As for the relative energy (zero: lowest compared OMol25 entry of this formula, charge and spin): 48.4 kJ/mol. The calculated total energy comes out at -168158.217 eV.

Structure (ORCA input):
```
! wB97M-V def2-TZVPD RIJCOSX def2/J DEFGRID3
* xyz 2 1
Au -0.367 -0.438 -0.020
O -1.503 0.781 -1.445
S -2.830 0.243 -1.976
C -3.071 1.136 -3.534
C -1.889 0.920 -4.433
C -1.759 -0.258 -5.162
C -0.665 -0.445 -5.992
C 0.309 0.540 -6.092
C 0.184 1.714 -5.362
C -0.911 1.902 -4.532
C -4.064 1.071 -0.941
C -4.021 2.568 -0.993
C -2.889 3.272 -0.585
C -2.849 4.654 -0.696
C -3.942 5.350 -1.195
C -5.078 4.657 -1.589
C -5.111 3.273 -1.496
H -3.213 2.188 -3.290
H -3.990 0.730 -3.963
H -2.526 -1.022 -5.098
H -0.578 -1.353 -6.574
H 1.156 0.398 -6.750
H 0.934 2.491 -5.451
H -1.015 2.820 -3.966
H -3.829 0.673 0.048
H -5.037 0.677 -1.244
H -2.032 2.732 -0.205
H -1.961 5.193 -0.390
H -3.907 6.428 -1.283
H -5.933 5.191 -1.980
H -5.996 2.735 -1.819
C 2.409 1.471 0.426
C 3.430 2.582 0.066
N 3.801 2.475 -1.342
C 2.622 2.738 -2.165
C 1.469 1.790 -1.749
N 1.963 0.783 -0.792
C 3.132 0.094 -1.377
C 4.275 1.117 -1.612
H 1.525 1.870 0.933
H 2.855 0.721 1.085
H 4.331 2.504 0.677
H 3.007 3.576 0.226
H 2.898 2.589 -3.210
H 2.338 3.785 -2.045
H 1.037 1.278 -2.610
H 0.652 2.335 -1.267
H 2.828 -0.376 -2.313
H 3.441 -0.697 -0.695
H 4.637 1.075 -2.640
H 5.124 0.916 -0.957
C -0.473 -2.964 2.200
C -1.657 -2.456 3.008
As -2.999 -3.801 3.579
C -3.289 -4.616 1.824
C -2.547 -5.670 1.297
C -2.898 -6.235 0.076
C -3.986 -5.746 -0.634
C -4.714 -4.676 -0.131
C -4.370 -4.123 1.095
C -1.801 -5.085 4.418
C -0.640 -4.680 5.071
C 0.141 -5.599 5.759
C -0.234 -6.933 5.806
C -1.401 -7.343 5.175
C -2.183 -6.423 4.492
P 0.595 -1.576 1.675
C 2.112 -2.331 1.023
C 3.402 -2.055 1.469
C 4.494 -2.663 0.863
C 4.307 -3.553 -0.184
C 3.023 -3.829 -0.637
C 1.933 -3.219 -0.041
C 1.083 -0.846 3.279
C 1.809 -1.710 4.108
C 2.269 -1.330 5.353
C 1.988 -0.051 5.810
C 1.228 0.808 5.041
C 0.757 0.417 3.789
H -0.823 -3.453 1.288
H 0.129 -3.690 2.751
H -2.225 -1.733 2.413
H -1.327 -1.942 3.916
H -1.708 -6.076 1.849
H -2.330 -7.073 -0.308
H -4.280 -6.209 -1.568
H -5.572 -4.301 -0.675
H -4.979 -3.326 1.509
H -0.341 -3.637 5.067
H 1.040 -5.272 6.266
H 0.372 -7.650 6.343
H -1.707 -8.379 5.222
H -3.099 -6.756 4.016
H 3.572 -1.347 2.269
H 5.493 -2.440 1.213
H 5.160 -4.031 -0.648
H 2.873 -4.516 -1.460
H 0.936 -3.431 -0.411
H 2.031 -2.709 3.753
H 2.838 -2.020 5.960
H 2.338 0.273 6.781
H 0.971 1.775 5.443
H -0.703 0.749 2.365
N -0.169 1.247 3.082
C -0.637 2.443 3.445
C -2.037 2.739 3.280
C -2.985 1.699 3.309
C -4.332 1.985 3.242
C -4.753 3.307 3.135
C -3.832 4.347 3.109
C -2.482 4.069 3.182
C 0.293 3.444 3.962
C 1.537 3.579 3.339
C 2.418 4.553 3.774
C 2.082 5.364 4.850
C 0.853 5.220 5.486
C -0.049 4.274 5.036
H -2.658 0.678 3.465
H -5.060 1.187 3.302
H -5.811 3.530 3.087
H -4.172 5.370 3.023
H -1.761 4.873 3.131
H 1.792 2.940 2.504
H 3.372 4.676 3.279
H 2.781 6.113 5.197
H 0.601 5.847 6.330
H -1.006 4.154 5.528
I 2.448 -2.549 -5.035
C 0.833 -2.870 -3.769
C 0.159 -4.079 -3.745
C -0.873 -4.242 -2.832
C -1.171 -3.207 -1.962
N -0.521 -2.040 -1.988
C 0.442 -1.869 -2.891
H 0.435 -4.881 -4.418
H -1.425 -5.168 -2.778
H -1.948 -3.318 -1.212
H 0.931 -0.905 -2.898
*
```

These are the Mulliken partial charges, in e, on atoms 1 to 99: number 1, Au, carries 1.305; number 2, O, carries -0.746; number 3, S, carries 0.808; number 4, C, carries -1.435; number 5, C, carries 0.263; number 6, C, carries -0.222; number 7, C, carries -0.879; number 8, C, carries -0.578; number 9, C, carries -0.533; number 10, C, carries -0.143; number 11, C, carries -1.135; number 12, C, carries 0.000; number 13, C, carries 0.680; number 14, C, carries -0.875; number 15, C, carries -0.720; number 16, C, carries -0.740; number 17, C, carries -0.347; number 18, H, carries 0.456; number 19, H, carries 0.715; number 20, H, carries 0.433; number 21, H, carries 0.471; number 22, H, carries 0.526; number 23, H, carries 0.460; number 24, H, carries 0.337; number 25, H, carries 0.106; number 26, H, carries 0.639; number 27, H, carries 0.587; number 28, H, carries 0.491; number 29, H, carries 0.452; number 30, H, carries 0.440; number 31, H, carries 0.418; number 32, C, carries -0.288; number 33, C, carries -0.955; number 34, N, carries -0.205; number 35, C, carries -1.126; number 36, C, carries 0.462; number 37, N, carries 0.876; number 38, C, carries 1.074; number 39, C, carries -0.954; number 40, H, carries -0.271; number 41, H, carries 0.286; number 42, H, carries 0.416; number 43, H, carries 0.299; number 44, H, carries 0.394; number 45, H, carries 0.407; number 46, H, carries -0.594; number 47, H, carries 0.035; number 48, H, carries 0.294; number 49, H, carries -1.061; number 50, H, carries 0.329; number 51, H, carries 0.339; number 52, C, carries -0.015; number 53, C, carries -1.237; number 54, As, carries 0.219; number 55, C, carries 0.077; number 56, C, carries 0.186; number 57, C, carries -0.775; number 58, C, carries -0.555; number 59, C, carries -0.711; number 60, C, carries -0.522; number 61, C, carries 0.334; number 62, C, carries -0.105; number 63, C, carries -0.735; number 64, C, carries -0.571; number 65, C, carries -0.620; number 66, C, carries -0.435; number 67, P, carries 0.814; number 68, C, carries 1.074; number 69, C, carries -0.610; number 70, C, carries -0.752; number 71, C, carries -0.824; number 72, C, carries -0.668; number 73, C, carries -0.962; number 74, C, carries 0.414; number 75, C, carries -0.578; number 76, C, carries -1.134; number 77, C, carries -1.045; number 78, C, carries -0.809; number 79, C, carries 0.503; number 80, H, carries 0.232; number 81, H, carries 0.826; number 82, H, carries 0.079; number 83, H, carries 0.541; number 84, H, carries 0.497; number 85, H, carries 0.447; number 86, H, carries 0.462; number 87, H, carries 0.470; number 88, H, carries 0.427; number 89, H, carries 0.375; number 90, H, carries 0.435; number 91, H, carries 0.395; number 92, H, carries 0.407; number 93, H, carries 0.466; number 94, H, carries 0.147; number 95, H, carries 0.456; number 96, H, carries 0.443; number 97, H, carries 0.537; number 98, H, carries 0.147; number 99, H, carries 0.695